# 1
{
  "formula": "C6H12N2O4",
  "method": "ωB97M-V/def2-TZVPD",
  "symbols": ["O", "O", "O", "O", "N", "N", "C", "C", "C", "C", "C", "C", "H", "H", "H", "H", "H", "H", "H", "H", "H", "H", "H", "H"],
  "positions_angstrom": [[-1.2007, 2.4144, -0.7286], [0.1167, -1.1944, -1.1602], [-2.1347, -1.9618, -0.3956], [-3.8280, -0.9399, 0.6672], [-0.4353, -0.0299, 0.7325], [2.7146, -1.1026, -0.7356], [1.8797, -0.6987, 0.3763], [-1.7812, 0.3177, 0.3797], [0.4239, -0.6888, -0.0602], [-1.8763, 1.1820, -0.8553], [2.3814, 0.6185, 0.9445], [-2.6640, -0.9513, 0.2595], [2.0593, 0.8878, 1.9392], [-2.2380, 0.9398, 1.1703], [1.9452, -1.3089, -1.3906], [-3.0127, 1.3820, -1.0768], [2.1792, 1.3790, 0.1169], [-0.3288, 2.1136, -0.3036], [2.0232, -1.5585, 1.1535], [-1.4724, 0.5932, -1.7080], [-0.1127, 0.1222, 1.6980], [3.1643, -0.2332, -1.0558], [3.4930, 0.4459, 0.8926], [-1.2956, -1.7281, -0.8599]],
  "mulliken_charge": [-0.538, -0.815, -0.529, -0.596, -0.077, -0.744, 0.155, 0.027, 0.685, -0.497, -1.447, 0.436, 0.395, 0.270, 0.361, 0.346, 0.357, 0.336, 0.236, 0.271, 0.244, 0.305, 0.400, 0.420],
  "e_tot_ev": -17586.625,
  "lumo_ev": 0.15,
  "relative_energy_ev": 1.086,
  "smiles": "C[C@H](N)C(=O)N[C@@H](CO)C(=O)O",
  "orbital_gap_ev": 10.1545
}

# 2
{
  "formula": "C6H12N2O5",
  "method": "ωB97M-V/def2-TZVPD",
  "symbols": ["O", "O", "O", "O", "O", "N", "N", "C", "C", "C", "C", "C", "C", "H", "H", "H", "H", "H", "H", "H", "H", "H", "H", "H", "H"],
  "positions_angstrom": [[-0.9802, -1.2460, -0.7647], [1.5402, -1.2248, 1.4555], [2.4631, 2.0366, 0.0869], [-3.7204, -1.2482, -0.3273], [3.1727, -1.6479, -0.0267], [-2.0013, 1.8083, 0.8886], [0.2373, 0.5122, -0.0646], [2.4637, 1.0676, -0.9809], [2.2076, -0.9983, 0.3058], [-3.4344, 0.1530, -0.3355], [-2.1839, 0.3953, 0.4910], [-0.9340, -0.1363, -0.2397], [1.4837, -0.0179, -0.5967], [2.2080, 1.4891, -1.9589], [-2.2906, -0.2377, 1.3993], [-2.6643, 2.0405, 1.6424], [2.1191, -1.8292, 2.0155], [-3.2292, 0.5514, -1.3878], [-2.1867, 2.4585, 0.1307], [3.4346, 0.5996, -1.2074], [-2.9040, -1.6452, -0.5947], [-4.2624, 0.6573, 0.0951], [3.1833, 2.6528, -0.0414], [0.2557, 1.4270, 0.4051], [1.2648, -0.5456, -1.5192]],
  "mulliken_charge": [-0.777, -0.441, -0.537, -0.562, -0.593, -0.720, -0.213, -0.852, 0.276, -0.584, 0.354, 0.408, 0.255, 0.373, 0.294, 0.278, 0.370, 0.242, 0.216, 0.437, 0.391, 0.339, 0.310, 0.306, 0.430],
  "e_tot_ev": -19634.778,
  "lumo_ev": 0.50,
  "relative_energy_ev": 0.000,
  "smiles": "N[C@@H](CO)C(=O)N[C@@H](CO)C(=O)O",
  "orbital_gap_ev": 10.0162
}

# 3
{
  "formula": "C6H12N2O5S2",
  "method": "ωB97M-V/def2-TZVPD",
  "symbols": ["S", "S", "O", "O", "O", "O", "O", "N", "N", "C", "C", "C", "C", "C", "C", "H", "H", "H", "H", "H", "H", "H", "H", "H", "H", "H", "H"],
  "positions_angstrom": [[1.4817, 1.3252, -1.0992], [-0.5813, 1.1277, 0.8397], [-1.5259, 1.3534, -0.2002], [2.7700, 0.7030, -1.3816], [-0.9524, 0.1109, 1.8100], [-2.4733, -1.4675, -1.0813], [1.4489, 2.6963, -0.9353], [-0.3968, -1.9449, -0.2386], [0.8048, 0.5878, 0.1588], [0.6789, -1.5247, -0.0293], [-0.0923, 2.6636, 1.6267], [2.0951, -1.8314, -0.0214], [-2.2627, -2.1357, 1.2714], [-1.7864, -1.7584, -0.1323], [0.3648, 1.0155, -2.5099], [-0.6455, 1.0753, -2.0748], [2.7806, -1.3967, -0.8763], [0.3203, -0.0777, -2.8677], [0.4563, 1.6736, -3.2143], [-0.3316, 3.4180, 0.9292], [2.1543, -2.9153, -0.2145], [-1.7787, -1.6252, 2.0700], [2.5550, -1.6085, 0.9955], [0.9904, 2.6724, 1.9384], [-2.1819, -3.2179, 1.3638], [-0.5892, 2.8517, 2.5884], [-3.3032, -1.7709, 1.2848]],
  "mulliken_charge": [1.103, 1.213, -0.722, -0.702, -0.735, -0.497, -0.612, -0.189, -0.366, 1.061, -1.069, -1.196, -1.010, 0.573, -1.049, 0.296, 0.287, 0.237, 0.579, 0.392, 0.400, 0.378, 0.276, 0.282, 0.379, 0.392, 0.298],
  "e_tot_ev": -41300.898,
  "lumo_ev": -0.49,
  "relative_energy_ev": 0.268,
  "orbital_gap_ev": 9.8416
}

# 4
{
  "formula": "C6H12N2OPRu",
  "method": "ωB97M-V/def2-TZVPD",
  "symbols": ["Ru", "P", "O", "N", "N", "C", "C", "C", "C", "C", "C", "H", "H", "H", "H", "H", "H", "H", "H", "H", "H", "H", "H"],
  "positions_angstrom": [[-0.5443, -1.7592, 0.7707], [0.2398, -3.3418, -0.4993], [-1.5794, 0.0285, 1.8976], [-0.4278, 0.8883, 3.6835], [0.4966, -0.8600, 2.4078], [0.1246, 2.5149, -2.9459], [1.1584, 1.9166, -2.1607], [-1.1060, 1.8305, -2.6668], [0.5877, 0.8437, -1.4148], [-0.8512, 0.7967, -1.7292], [-0.5841, 0.0673, 2.6133], [0.2571, 3.3516, -3.6349], [1.3544, -0.3320, 2.2268], [1.5464, -3.2124, -1.0870], [0.4455, 0.8785, 4.2037], [-2.0729, 2.0740, -3.1044], [-1.1643, 1.5460, 3.9009], [0.6560, -1.3961, 3.2670], [2.2054, 2.2153, -2.1296], [-0.5518, -3.6330, -1.6574], [1.0898, 0.1382, -0.7497], [0.2801, -4.6390, 0.1077], [-1.5601, 0.0834, -1.2993]],
  "mulliken_spin": [2.881, -0.085, -0.787, -0.209, 0.212, 0.414, -0.039, 0.027, 0.366, 0.263, 2.990, 0.023, -0.331, 0.006, -0.262, 0.001, 0.007, -0.501, -0.008, 0.033, 0.020, 0.004, -0.027],
  "e_tot_ev": -23307.531,
  "lumo_ev": [0.55, -1.91],
  "spin_multiplicity": 6,
  "relative_energy_ev": 1.064,
  "orbital_gap_ev": [3.7062, 6.4880]
}

# 5
{
  "formula": "C6H12N2S",
  "method": "ωB97M-V/def2-TZVPD",
  "symbols": ["S", "N", "N", "C", "C", "C", "C", "C", "C", "H", "H", "H", "H", "H", "H", "H", "H", "H", "H", "H", "H"],
  "positions_angstrom": [[2.8503, -0.9075, 1.0843], [-2.9952, 0.5333, 0.3701], [-1.6349, -0.6552, -1.1149], [-1.2425, 0.7448, -1.0515], [1.3808, -1.5337, 0.0682], [2.1692, 0.8046, 1.2822], [-2.0636, 1.4463, -0.1898], [0.0142, 1.1636, -1.7055], [-2.6549, -0.7204, -0.2184], [1.1820, -1.1220, -0.8576], [1.3461, 0.9858, 1.9760], [-0.1033, 2.1841, -2.1644], [0.5343, -1.2748, 0.5834], [1.3314, -2.6437, -0.1536], [0.8087, 1.1346, -1.0901], [1.7257, 1.2321, 0.4015], [3.1980, 1.2410, 1.5098], [-2.0224, 2.4578, 0.0880], [0.3017, 0.4146, -2.4046], [-3.9325, 0.9163, 0.5978], [-3.1824, -1.5832, 0.2670]],
  "mulliken_charge": [-0.095, -0.182, -0.531, 0.901, -0.882, -0.769, -0.726, -1.258, -0.133, 0.304, 0.301, 0.348, 0.261, 0.349, 0.134, 0.210, 0.280, 0.461, 0.434, 0.263, 0.332],
  "e_tot_ev": -20230.158,
  "lumo_ev": 0.78,
  "relative_energy_ev": 2.008,
  "smiles": "Cc1c[nH]cn1.CSC",
  "orbital_gap_ev": 9.2480
}

# 6
{
  "formula": "C6H12N2S",
  "method": "ωB97M-V/def2-TZVPD",
  "symbols": ["S", "N", "N", "C", "C", "C", "C", "C", "C", "H", "H", "H", "H", "H", "H", "H", "H", "H", "H", "H", "H"],
  "positions_angstrom": [[0.7915, 0.2096, -2.0075], [-1.4934, -0.4649, 2.6071], [-0.1194, 0.5588, 1.2024], [2.8859, -1.6295, -1.6263], [-0.1851, -0.2459, 2.2131], [1.9026, -0.6334, -0.9102], [-2.2710, 0.1458, 1.6471], [-1.4298, 0.7139, 0.7295], [-1.8212, 1.2571, -0.5755], [3.4178, -2.2039, -0.8315], [-2.5065, 0.5199, -1.0017], [1.1854, -1.2629, -0.3835], [-2.3466, 2.2360, -0.5363], [3.5946, -1.1856, -2.2985], [-3.3364, 0.2370, 1.8134], [1.3176, 1.4068, -2.2929], [2.5036, 0.0007, -0.2730], [0.5951, -0.6287, 2.8616], [-1.7613, -0.6159, 3.5630], [2.3704, -2.4355, -2.1748], [-1.0466, 1.5822, -1.2918]],
  "mulliken_charge": [-0.324, -0.105, -0.429, -1.114, -0.248, -0.198, -0.552, 0.667, -1.138, 0.344, 0.285, 0.126, 0.321, 0.320, 0.375, 0.129, 0.384, 0.382, 0.256, 0.307, 0.212],
  "e_tot_ev": -20230.975,
  "lumo_ev": 0.91,
  "relative_energy_ev": 1.190,
  "smiles": "Cc1c[nH]cn1.CCS",
  "orbital_gap_ev": 9.2072
}